The following is a quantum chemistry calculation of C43H38ClN2O6P2SY as an isolated structure, from OMol25.

Electronic energy, a.u.: -3801.522269
Energy relative to the best compared isomer or geometry (same formula, charge and spin), kJ/mol: 47.2
Kohn-Sham gap, eV: 3.76

Geometry as ORCA input:
```
! RIJCOSX wB97M-V def2-TZVPD def2/J DEFGRID3
* xyz 0 1
Y 0.866 0.040 -0.842
C -2.743 1.847 -4.294
C -4.056 1.342 -4.327
C -3.927 -0.059 -4.427
C -2.583 -0.420 -4.340
C -1.832 0.765 -4.298
H -2.384 2.887 -4.306
H -4.953 1.928 -4.166
H -4.777 -0.725 -4.635
H -2.148 -1.416 -4.412
H -0.738 0.874 -4.346
O 1.231 -0.530 1.312
P 0.651 0.053 2.583
C -1.118 0.450 2.419
P -1.960 -0.494 1.117
O -1.314 -0.305 -0.235
C -1.918 -2.168 1.576
C -1.066 -3.030 0.802
C -1.278 -4.405 0.862
C -2.159 -4.980 1.790
C -2.838 -4.118 2.660
C -2.744 -2.715 2.572
C -3.697 0.007 1.144
C -4.612 0.193 2.240
C -5.970 0.298 2.018
C -6.488 0.273 0.717
C -5.620 0.156 -0.382
C -4.231 0.062 -0.161
C 1.517 1.615 2.849
C 2.912 1.448 3.062
C 3.732 2.535 3.343
C 3.131 3.785 3.401
C 1.793 4.007 3.128
C 0.973 2.910 2.787
C 0.951 -0.937 4.025
C 1.667 -2.128 3.805
C 2.034 -2.924 4.887
C 1.710 -2.543 6.200
C 0.964 -1.416 6.434
C 0.614 -0.606 5.375
H -1.107 1.520 2.128
H -1.656 0.436 3.410
H -0.318 -2.603 0.138
H -0.715 -5.045 0.177
H -2.274 -6.066 1.793
H -3.428 -4.525 3.435
H -3.292 -2.057 3.293
H -4.174 0.433 3.237
H -6.688 0.401 2.831
H -7.539 0.445 0.614
H -5.958 0.171 -1.408
H -3.561 -0.030 -1.015
H 3.367 0.457 2.961
H 4.756 2.421 3.647
H 3.749 4.647 3.589
H 1.419 5.010 3.256
H -0.050 3.147 2.387
H 1.917 -2.432 2.800
H 2.581 -3.820 4.710
H 2.131 -3.085 7.054
H 0.690 -1.106 7.452
H 0.145 0.387 5.533
C 0.797 -1.994 -2.107
C 1.445 -2.451 -3.244
C 1.099 -2.010 -4.533
C 1.955 -2.234 -5.622
C 3.163 -2.888 -5.392
C 3.462 -3.489 -4.151
C 2.584 -3.326 -3.113
C 4.139 -2.943 -6.418
N 4.876 -2.943 -7.316
H 1.217 -2.345 -1.169
H -0.272 -1.744 -2.122
H 0.220 -1.382 -4.641
H 1.731 -1.752 -6.570
H 4.284 -4.135 -3.998
H 2.695 -3.869 -2.141
S -0.367 2.557 -0.693
C 0.853 3.690 -1.001
N 2.097 3.662 -0.402
C 3.150 4.453 -0.775
C 2.952 5.482 -1.638
C 1.694 5.632 -2.245
C 0.679 4.727 -1.959
H 2.240 3.028 0.397
H 4.112 4.251 -0.332
H 3.835 6.094 -1.970
H 1.538 6.512 -2.898
H -0.310 4.854 -2.380
O 1.992 0.889 -2.918
Cl 3.348 0.851 -2.388
O 3.954 2.100 -2.769
O 3.121 0.793 -0.756
O 4.133 -0.333 -2.694
*
```

The following is a quantum chemistry calculation of an isolated ion of composition C2H6N3O and charge +1, from OMol25.

SMILES: N[C@@]1([NH3+])NC1=O
Electronic energy, a.u.: -318.956656
Energy relative to the best compared isomer or geometry (same formula, charge and spin), kJ/mol: 382.5
Kohn-Sham gap, eV: 9.85

Geometry as ORCA input:
```
! RIJCOSX wB97M-V def2-TZVPD def2/J DEFGRID3
* xyz 1 1
N -0.244 -1.180 1.049
C 0.204 -0.180 0.101
N -0.093 -0.544 -1.284
N -0.324 1.173 0.309
C 0.896 1.513 0.396
O 1.942 1.943 0.521
H -1.126 -0.839 1.364
H 0.395 -1.330 1.852
H 0.794 -0.681 -1.951
H -0.702 0.084 -1.867
H -0.469 -1.535 -1.109
H -1.272 1.575 0.619
*
```

The following is a quantum chemistry calculation of a 2-piece molecular cluster, C3H8N5 overall, from OMol25.

Electronic energy, a.u.: -392.416947
Energy relative to the best compared isomer or geometry (same formula, charge and spin), kJ/mol: 605.1
Kohn-Sham gap, eV: 9.45

Geometry as ORCA input:
```
! RIJCOSX wB97M-V def2-TZVPD def2/J DEFGRID3
* xyz 1 1
C 0.306 -1.050 2.007
C 0.311 -1.173 -1.431
C -0.639 -0.305 1.819
N -1.801 0.465 1.737
N 1.299 -0.410 -1.404
N -2.004 1.164 0.669
N -1.047 1.317 -0.139
N 1.472 0.705 -0.732
H -0.660 -1.038 -0.783
H 0.363 -2.192 -2.004
H -2.561 -0.015 2.301
H 2.070 -0.607 -2.028
H -1.240 1.995 -0.979
H 0.736 1.108 -0.185
H 1.307 -1.337 2.218
H 2.091 1.374 -1.065
*
```

The following is a quantum chemistry calculation of a 2-piece molecular cluster, C10H16 overall, from OMol25.

SMILES: Cc1ccccc1.CCC
Electronic energy, a.u.: -390.570430
Energy relative to the best compared isomer or geometry (same formula, charge and spin), kJ/mol: 171.8
Kohn-Sham gap, eV: 9.90

Geometry as ORCA input:
```
! RIJCOSX wB97M-V def2-TZVPD def2/J DEFGRID3
* xyz 0 1
C 1.327 1.508 2.552
C 1.212 0.288 1.642
C 2.102 0.089 0.514
C 1.687 -0.882 -0.372
C 0.612 -1.754 -0.195
C -0.147 -1.601 0.996
C 0.090 -0.569 1.941
H 1.297 2.497 2.155
H 2.275 1.408 3.178
H 0.448 1.408 3.211
H 3.031 0.723 0.529
H 2.310 -1.033 -1.276
H 0.371 -2.597 -0.778
H -0.896 -2.278 1.259
H -0.479 -0.387 2.844
C -1.818 -0.770 -2.238
C -1.843 0.654 -1.873
C -0.751 0.963 -0.907
H -1.970 -1.320 -1.245
H -0.849 -1.012 -2.587
H -2.450 -1.121 -3.059
H -1.688 1.308 -2.797
H -2.739 0.902 -1.337
H -0.672 0.525 0.046
H 0.244 0.963 -1.423
H -0.705 2.089 -0.779
*
```

What is the formula in the second record? C2H6N3O

What is the energy relative to the best compared isomer or geometry (same formula, charge and spin) in the third record? 605.1 kJ/mol

What did the fourth record say?
The following is a quantum chemistry calculation of a 2-piece molecular cluster, C10H16 overall, from OMol25.

SMILES: Cc1ccccc1.CCC
Electronic energy, a.u.: -390.570430
Energy relative to the best compared isomer or geometry (same formula, charge and spin), kJ/mol: 171.8
Kohn-Sham gap, eV: 9.90

Geometry as ORCA input:
```
! RIJCOSX wB97M-V def2-TZVPD def2/J DEFGRID3
* xyz 0 1
C 1.327 1.508 2.552
C 1.212 0.288 1.642
C 2.102 0.089 0.514
C 1.687 -0.882 -0.372
C 0.612 -1.754 -0.195
C -0.147 -1.601 0.996
C 0.090 -0.569 1.941
H 1.297 2.497 2.155
H 2.275 1.408 3.178
H 0.448 1.408 3.211
H 3.031 0.723 0.529
H 2.310 -1.033 -1.276
H 0.371 -2.597 -0.778
H -0.896 -2.278 1.259
H -0.479 -0.387 2.844
C -1.818 -0.770 -2.238
C -1.843 0.654 -1.873
C -0.751 0.963 -0.907
H -1.970 -1.320 -1.245
H -0.849 -1.012 -2.587
H -2.450 -1.121 -3.059
H -1.688 1.308 -2.797
H -2.739 0.902 -1.337
H -0.672 0.525 0.046
H 0.244 0.963 -1.423
H -0.705 2.089 -0.779
*
```